Formula: C33H44BF4N2P2Si2TeTi
Source: OMol25
Level of theory: ωB97M-V/def2-TZVPD

The highest occupied orbital energy (alpha / beta) comes out at -3.1 / -4.8 eV. Its net charge is -1. Its expectation value of S² is 2.005. The spin multiplicity is 3. Its energy relative to the best compared isomer or geometry (same formula, charge and spin) is 0.716 eV.

Atoms and positions in Å:
Ti  0.3414  0.2517  -0.6890
C  -4.0064  2.7669  -0.0540
Si  -2.4221  2.3535  -0.9625
C  -2.9244  1.3509  -2.4590
C  -1.6824  3.9522  -1.5476
N  -1.3420  1.3831  -0.0485
P  -0.6122  1.4643  1.3994
C  0.1786  0.0307  1.7453
P  -0.6412  -1.3811  1.2906
N  -0.5662  -1.6228  -0.3230
Si  -1.0484  -2.9239  -1.3389
C  0.1110  -4.3902  -1.2460
C  -2.7539  -3.5889  -0.9646
C  -1.0882  -2.3598  -3.1104
C  0.0856  -2.8075  2.2009
C  -0.4916  -4.0741  2.1443
C  0.0865  -5.1547  2.7972
C  1.2604  -4.9754  3.5189
C  1.8392  -3.7168  3.5908
C  1.2506  -2.6367  2.9397
C  -2.4059  -1.4884  1.8363
C  -2.7587  -1.9441  3.1061
C  -4.0747  -1.8938  3.5487
C  -5.0619  -1.3749  2.7218
C  -4.7260  -0.9152  1.4566
C  -3.4094  -0.9740  1.0181
C  0.6903  2.7751  1.2585
C  1.2879  3.4053  2.3457
C  2.3902  4.2292  2.1661
C  2.9224  4.4227  0.8925
C  2.3484  3.7924  -0.2016
C  1.2377  2.9836  -0.0062
C  -1.7039  2.2495  2.6611
C  -1.9779  3.6127  2.6280
C  -2.8301  4.1894  3.5612
C  -3.4198  3.3986  4.5399
C  -3.1407  2.0426  4.5941
C  -2.2752  1.4770  3.6619
H  -4.7845  2.9951  -0.7904
H  -4.3448  1.9183  0.5495
H  -3.9146  3.6264  0.6111
H  -3.9978  1.4375  -2.6517
H  -2.3863  1.6614  -3.3583
H  -2.6933  0.2937  -2.2994
H  -2.4544  4.5684  -2.0221
H  -1.2435  4.5279  -0.7280
H  -0.8959  3.7643  -2.2843
H  -0.2125  -5.1335  -0.5117
H  0.1558  -4.8824  -2.2234
H  1.1247  -4.0782  -0.9822
H  -2.9101  -3.8397  0.0878
H  -3.5374  -2.8810  -1.2487
H  -2.8902  -4.5020  -1.5555
H  -0.1223  -2.5215  -3.5933
H  -1.8501  -2.9116  -3.6712
H  -1.3119  -1.2947  -3.1907
H  -1.4087  -4.2243  1.5858
H  -0.3790  -6.1312  2.7419
H  1.7186  -5.8160  4.0265
H  2.7508  -3.5689  4.1569
H  1.6747  -1.6395  3.0048
H  -1.9954  -2.3379  3.7680
H  -4.3266  -2.2566  4.5380
H  -6.0886  -1.3272  3.0645
H  -5.4891  -0.5054  0.8059
H  -3.1440  -0.6038  0.0353
H  0.8940  3.2404  3.3425
H  2.8479  4.7117  3.0212
H  3.7909  5.0562  0.7576
H  2.7615  3.9061  -1.1959
H  0.7744  2.5043  -0.8649
H  -1.5181  4.2400  1.8711
H  -3.0345  5.2525  3.5222
H  -4.0910  3.8444  5.2645
H  -3.5884  1.4213  5.3601
H  -2.0342  0.4226  3.7158
F  2.3746  1.2698  -2.7925
B  1.4465  0.3319  -3.2155
F  1.5749  0.0276  -4.5495
F  1.5097  -0.8638  -2.4117
F  0.1086  0.8296  -2.9176
C  3.1311  -1.9330  0.1830
Te  3.0105  0.1601  0.5399
C  4.7543  0.4340  -0.6500
H  3.3883  -2.0410  -0.8690
H  2.1597  -2.3845  0.3611
H  3.8819  -2.3849  0.8278
H  5.4829  -0.3115  -0.3329
H  5.1489  1.4330  -0.4688
H  4.5132  0.3198  -1.7048

Atom charges from the Mulliken analysis, given in e for atoms 1 to 6: Ti -0.196; C -1.135; Si 0.709; C -0.961; C -1.311; N 0.711

Formula: C90H190N10O10
Source: OMol25
Level of theory: ωB97M-V/def2-TZVPD

The highest occupied orbital energy comes out at -8.2 eV. Its energy relative to the best compared isomer or geometry (same formula, charge and spin) is 5.300 eV. As for the SMILES: CC1(C)CCCC(C)(C)N1O.CC1(C)CCCC(C)(C)N1O.CC1(C)CCCC(C)(C)N1O.CC1(C)CCCC(C)(C)N1O.CC1(C)CCCC(C)(C)N1O.CC1(C)CCCC(C)(C)N1O.CC1(C)CCCC(C)(C)N1O.CC1(C)CCCC(C)(C)N1O.CC1(C)CCCC(C)(C)N1O.CC1(C)CCCC(C)(C)N1O.

Atoms and positions in Å:
C  3.4860  -1.8507  -4.4237
C  3.6302  -2.2017  -5.9160
C  5.1309  -2.1343  -6.3016
C  3.1776  -3.6596  -6.2462
C  1.7053  -3.7660  -6.2570
C  1.0652  -2.9453  -7.3505
C  1.3683  -1.4522  -7.0799
C  0.9773  -0.5955  -8.2708
C  0.5892  -0.8623  -5.8491
N  2.8869  -1.2707  -6.8953
O  3.0873  0.0744  -6.4115
H  3.6952  -0.7560  -4.1942
H  2.4216  -1.9644  -4.0969
H  4.1005  -2.4776  -3.7496
H  5.6464  -1.2337  -6.0356
H  5.7518  -3.1097  -6.1094
H  5.2055  -1.9928  -7.4084
H  3.6209  -4.0470  -7.1810
H  3.5742  -4.2895  -5.3959
H  1.4583  -4.8691  -6.2706
H  1.2888  -3.4905  -5.2854
H  -0.0027  -3.2517  -7.4658
H  1.5933  -3.1587  -8.3316
H  1.1752  0.5189  -8.1450
H  -0.1423  -0.5876  -8.3510
H  1.4321  -1.0211  -9.2110
H  -0.5275  -0.8427  -6.0469
H  1.0166  0.1696  -5.7042
H  0.6530  -1.4981  -4.9906
H  3.8974  0.3625  -6.8071
C  4.8416  -3.6496  3.2998
C  4.0545  -2.9934  2.0928
C  2.7657  -2.5018  2.9369
C  4.6444  -1.6417  1.6335
C  5.6531  -1.6919  0.5150
C  5.2285  -2.6370  -0.5231
C  4.7560  -4.0673  -0.0866
C  4.1971  -4.9315  -1.2458
C  6.0021  -4.7872  0.5256
N  3.7355  -3.8333  0.9813
O  3.1103  -4.9444  1.4980
H  4.6041  -4.6591  3.6599
H  5.8925  -3.6934  2.9571
H  4.8243  -2.9533  4.1112
H  2.4137  -3.3836  3.4880
H  2.9340  -1.7761  3.7211
H  1.9693  -2.1604  2.2558
H  3.8679  -0.9313  1.3703
H  5.1758  -1.2974  2.5780
H  5.7117  -0.6921  0.0901
H  6.6916  -2.0375  0.8173
H  5.9459  -2.6198  -1.3855
H  4.2986  -2.2567  -0.9573
H  3.1409  -4.7504  -1.4066
H  4.4232  -6.0154  -1.0574
H  4.7358  -4.6718  -2.1692
H  6.7268  -4.9411  -0.2548
H  5.6878  -5.7049  0.9766
H  6.5894  -4.1110  1.1483
H  3.7059  -5.2508  2.1872
C  2.3031  1.8473  6.8296
C  2.2094  3.0394  5.9054
C  1.7800  2.4739  4.5150
C  1.1226  4.0325  6.4212
C  1.1224  5.3494  5.6302
C  2.4788  5.9864  5.7649
C  3.6860  5.0229  5.2024
C  3.7517  5.0179  3.6670
C  5.0018  5.6138  5.6644
N  3.5006  3.7173  5.8789
O  4.3292  2.8256  5.1220
H  2.3087  2.0650  7.9478
H  1.4503  1.1800  6.5605
H  3.1195  1.1895  6.5526
H  2.2979  1.6285  4.2664
H  0.6935  2.2595  4.5661
H  1.8955  3.3081  3.8374
H  0.1114  3.6131  6.3715
H  1.3364  4.2781  7.4668
H  0.8937  5.2980  4.5753
H  0.4279  6.0620  6.0843
H  2.7017  6.0229  6.8812
H  2.5592  6.9153  5.3356
H  4.4748  4.2090  3.3383
H  4.1199  5.8558  3.1682
H  2.7571  4.8112  3.2487
H  5.8005  4.9498  5.3541
H  5.0870  5.6125  6.7687
H  5.2840  6.5816  5.2413
H  5.1262  2.6603  5.7057
C  -4.3607  4.6631  -1.3351
C  -5.4140  4.5613  -0.2114
C  -5.8681  5.9886  0.0943
C  -6.6385  3.7408  -0.5752
C  -7.6116  3.3721  0.5931
C  -6.7100  2.5717  1.5398
C  -5.4751  3.3126  2.0831
C  -5.8315  4.3743  3.1249
C  -4.5232  2.2501  2.7338
N  -4.7116  3.8124  0.9114
O  -3.6146  4.5801  1.2746
H  -3.8952  3.6827  -1.5091
H  -4.8190  4.8817  -2.2887
H  -3.5299  5.3232  -1.1691
H  -6.7522  5.9541  0.7423
H  -4.9679  6.4708  0.6223
H  -6.1781  6.6156  -0.7440
H  -7.2170  4.2602  -1.3337
H  -6.1862  2.8525  -0.9900
H  -8.0267  4.3332  0.9599
H  -8.4210  2.8406  0.1789
H  -6.4319  1.5242  1.2408
H  -7.2161  2.5616  2.5282
H  -4.9503  4.9844  3.2896
H  -6.0290  3.8276  4.0871
H  -6.6892  5.0163  2.9577
H  -3.6958  2.8282  3.0950
H  -4.2077  1.5845  1.9369
H  -5.0561  1.7544  3.5250
H  -2.9656  3.9982  0.8229
C  -0.3472  5.4307  -0.7298
C  0.5632  5.1991  0.5891
C  -0.3724  4.6194  1.6743
C  1.5892  4.1605  0.2347
C  2.7329  4.5856  -0.6524
C  3.3257  5.8682  -0.1470
C  2.3396  6.9557  0.1594
C  3.0694  8.0406  0.9862
C  1.8253  7.6419  -1.1685
N  1.3770  6.3551  1.1214
O  0.4709  7.3763  1.5643
H  -1.0655  6.2117  -0.6004
H  0.2320  5.4374  -1.5743
H  -1.0048  4.5515  -0.9184
H  -0.9804  3.7217  1.4195
H  0.2020  4.5742  2.6580
H  -1.1751  5.2995  1.8292
H  1.9270  3.7383  1.2371
H  0.9614  3.3422  -0.2248
H  3.4444  3.8154  -0.8143
H  2.2008  4.6732  -1.6198
H  4.0826  6.2463  -0.7895
H  3.8684  5.7211  0.7608
H  2.4900  8.9026  1.3935
H  3.8859  8.3973  0.4285
H  3.5451  7.6085  1.8793
H  1.2568  6.8776  -1.7753
H  2.6933  7.7056  -1.7995
H  1.1200  8.4251  -1.0845
H  -0.1892  7.5882  0.8830
C  -3.1736  -3.1595  -6.4500
C  -3.8993  -2.4361  -5.3467
C  -3.7677  -0.9272  -5.6197
C  -5.3672  -2.7655  -5.2193
C  -5.6562  -4.1361  -4.7439
C  -5.0112  -4.3010  -3.3794
C  -3.5055  -4.0234  -3.3897
C  -3.1071  -4.0034  -1.9016
C  -2.7310  -5.2905  -4.0652
N  -3.2869  -2.6448  -4.0038
O  -1.8458  -2.5815  -4.1040
H  -3.5964  -3.0435  -7.4579
H  -2.1876  -2.6875  -6.6574
H  -3.0367  -4.2545  -6.4242
H  -4.5342  -0.7351  -6.3752
H  -3.9972  -0.4588  -4.6740
H  -2.7207  -0.6842  -5.8703
H  -5.7358  -1.8864  -4.6974
H  -5.7393  -2.5835  -6.2172
H  -6.7211  -4.2879  -4.6811
H  -5.4249  -4.8774  -5.4902
H  -5.2433  -5.3404  -2.9513
H  -5.5420  -3.6088  -2.7413
H  -3.8283  -3.4241  -1.3482
H  -2.0103  -3.7797  -1.7917
H  -3.2288  -5.0248  -1.4440
H  -2.3796  -5.9917  -3.2613
H  -1.9080  -4.9477  -4.7342
H  -3.3747  -5.8603  -4.7010
H  -1.6785  -1.8598  -3.4393
C  0.2439  -2.3174  5.6948
C  -1.0865  -2.1875  6.6260
C  -0.7855  -3.0409  7.8163
C  -1.1231  -0.6431  7.0421
C  -1.3942  0.2549  5.8577
C  -2.7547  -0.1146  5.2456
C  -2.7839  -1.6098  4.8147
C  -4.2106  -1.9516  4.5087
C  -1.9817  -1.6836  3.5618
N  -2.3525  -2.4757  5.9590
O  -2.4010  -3.8157  5.6021
H  0.5047  -1.4664  5.0340
H  1.0715  -2.6326  6.3932
H  0.2528  -3.1900  5.0353
H  -0.8821  -4.1101  7.5695
H  0.2596  -2.8728  8.2039
H  -1.4548  -2.7375  8.6586
H  -2.0158  -0.5794  7.6933
H  -0.2159  -0.4157  7.6311
H  -1.5012  1.2303  6.2361
H  -0.6531  0.1584  5.0668
H  -2.9796  0.4965  4.3828
H  -3.5631  0.0111  5.8795
H  -4.6776  -1.2098  3.8773
H  -4.8034  -1.9300  5.4403
H  -4.3468  -2.9476  4.0757
H  -0.9839  -1.3338  3.6811
H  -2.5864  -0.9952  2.9646
H  -1.9948  -2.6608  3.0689
H  -2.9816  -4.2109  6.2510
C  0.0339  -5.1693  2.2412
C  -0.3832  -6.6865  2.1950
C  -1.6136  -6.6298  1.1965
C  0.6192  -7.6499  1.6494
C  1.7868  -8.0230  2.5795
C  1.1437  -8.6269  3.8233
C  0.0629  -7.7059  4.5205
C  -0.6826  -8.4937  5.6080
C  0.8623  -6.5372  5.2564
N  -0.8886  -7.2595  3.4480
O  -1.9353  -6.4669  4.0364
H  0.6158  -5.1450  1.2932
H  -0.8262  -4.4861  2.2667
H  0.6967  -4.9178  3.0761
H  -1.8809  -7.6942  0.9969
H  -2.5045  -6.0769  1.5441
H  -1.2175  -6.2693  0.2128
H  0.1958  -8.6234  1.3574
H  1.0726  -7.1689  0.7681
H  2.4719  -8.7406  2.0392
H  2.3943  -7.1566  2.7406
H  1.9673  -8.9568  4.5313
H  0.5758  -9.4756  3.5329
H  0.0175  -8.7565  6.3941
H  -1.0882  -9.4707  5.2101
H  -1.5167  -7.8740  5.9843
H  1.6207  -6.0883  4.5883
H  1.4860  -6.9431  6.1018
H  0.2890  -5.6803  5.6038
H  -1.5181  -5.6322  4.2489
C  2.6836  2.8692  -4.0461
C  1.5554  3.6975  -4.6897
C  1.7532  5.1762  -4.3812
C  1.8413  3.6126  -6.2179
C  0.5546  4.0054  -6.9817
C  -0.6505  3.0965  -6.5440
C  -0.9516  3.2707  -5.0726
C  -1.5623  4.6402  -4.8309
C  -2.0331  2.2354  -4.7332
N  0.2800  3.0249  -4.2942
O  0.0609  3.3263  -2.9299
H  3.6578  3.1097  -4.4046
H  2.8039  3.0130  -2.9068
H  2.5383  1.8334  -4.2641
H  1.5615  5.4589  -3.2876
H  2.7361  5.5555  -4.5194
H  1.1165  5.8084  -4.9576
H  2.6339  4.3353  -6.4634
H  2.0940  2.5952  -6.5782
H  0.2899  5.0456  -6.8407
H  0.7516  3.8958  -8.0611
H  -0.4248  2.1282  -6.9158
H  -1.5508  3.4621  -7.0616
H  -2.3712  4.4867  -4.0695
H  -1.9983  5.0753  -5.7109
H  -0.8512  5.3045  -4.4052
H  -1.7263  1.2087  -4.9879
H  -2.9855  2.3813  -5.2707
H  -2.3784  2.3083  -3.7205
H  -0.2625  2.5383  -2.4671
C  -2.4513  -0.8760  -0.4226
C  -1.6020  0.3931  -0.6231
C  -2.5767  1.4325  -1.0533
C  -0.9543  0.9492  0.6957
C  0.1285  0.0461  1.2071
C  1.1508  0.0654  0.0899
C  0.6686  -0.4565  -1.2301
C  1.6832  -0.1975  -2.2764
C  0.4346  -1.9555  -1.1539
N  -0.5780  0.3777  -1.6673
O  -1.1121  -0.1139  -2.8763
H  -2.7453  -1.3497  -1.4065
H  -2.0302  -1.7208  0.1878
H  -3.4090  -0.5519  0.0375
H  -2.0507  2.3497  -1.4552
H  -3.3482  1.1721  -1.8410
H  -3.1904  1.7250  -0.1831
H  -0.4601  1.8804  0.3578
H  -1.7210  1.2260  1.4379
H  0.3974  0.4473  2.2071
H  -0.2183  -1.0054  1.3136
H  2.0514  -0.4740  0.3005
H  1.4207  1.1534  -0.0318
H  1.3517  -0.4484  -3.2886
H  2.6503  -0.6929  -1.9998
H  1.9941  0.8633  -2.4175
H  -0.0983  -2.3601  -0.2957
H  1.4073  -2.3962  -0.9866
H  0.1074  -2.4442  -2.0743
H  -0.5981  0.2243  -3.6262

Atom charges from the Mulliken analysis, given in e for atoms 1 to 6: C -0.586; C 1.853; C -1.932; C -1.575; C 0.426; C -1.121

Formula: C23H20BrClN7PbS3
Source: OMol25
Level of theory: ωB97M-V/def2-TZVPD

The highest occupied orbital energy comes out at -4.4 eV. Its net charge is -1. Its energy relative to the best compared isomer or geometry (same formula, charge and spin) is 0.600 eV.

Atoms and positions in Å:
Pb  0.5833  0.5352  0.0024
C  1.4069  -5.0228  -2.0616
C  -0.0053  -4.7715  -1.6930
N  -1.0130  -5.4828  -2.0827
N  -2.1030  -4.9236  -1.5016
C  -1.7886  -3.8500  -0.7320
S  -2.8248  -2.9535  0.1590
N  -0.4143  -3.7600  -0.8533
N  0.3582  -2.8126  -0.2122
H  1.4622  -5.9630  -2.6011
H  2.0398  -5.0731  -1.1754
H  1.7850  -4.2293  -2.7054
H  -3.0274  -5.2664  -1.7025
H  0.7966  -2.1603  -0.8626
H  1.0722  -3.2448  0.3662
S  2.0807  2.6731  0.6621
C  0.6339  3.4624  0.9974
N  -0.5078  3.0584  0.5508
C  -1.5416  3.8395  0.9395
C  -2.8672  3.6578  0.5671
C  -3.8253  4.5260  1.0437
C  -3.4743  5.5747  1.8884
C  -2.1545  5.7921  2.2524
C  -1.1897  4.9236  1.7775
S  0.5387  4.9219  2.0309
H  -3.1035  2.8494  -0.1051
H  -4.8589  4.3912  0.7533
H  -4.2435  6.2381  2.2568
H  -1.8877  6.6213  2.8918
N  7.3928  -2.2431  -2.5340
C  6.3655  -1.8849  -2.1605
C  5.1082  -1.4472  -1.7095
C  4.9213  -1.0842  -0.3736
C  3.6880  -0.6264  0.0428
C  2.5936  -0.4902  -0.8237
C  2.8197  -0.8715  -2.1529
C  4.0362  -1.3490  -2.5987
H  5.7521  -1.1553  0.3166
H  3.5762  -0.3301  1.0789
H  2.0169  -0.7666  -2.8725
H  4.1796  -1.6253  -3.6355
Cl  -1.0257  -0.2752  -2.8755
C  -0.1580  1.1520  -2.1919
H  -0.8956  1.9522  -2.1913
H  0.5981  1.4010  -2.9327
Br  -6.1239  0.4624  -0.9358
C  -4.7461  0.4134  0.3675
C  -5.0657  0.6327  1.6963
C  -4.0283  0.6506  2.6127
C  -2.7394  0.4277  2.1501
N  -2.4566  0.2044  0.8821
C  -3.4287  0.1925  -0.0043
H  -6.0915  0.7840  2.0020
H  -4.2240  0.8367  3.6573
H  -1.8983  0.4333  2.8283
H  -3.1501  0.0094  -1.0320

Atom charges from the Mulliken analysis, given in e for atoms 1 to 6: Pb 1.026; C -1.069; C 0.890; N -0.833; N 0.209; C 0.080

Formula: C4H12N2O
Source: OMol25
Level of theory: ωB97M-V/def2-TZVPD

The highest occupied orbital energy (alpha / beta) comes out at -13.7 / -13.7 eV. Its net charge is +1. Its expectation value of S² is 0.754. The spin multiplicity is 2. Its energy relative to the best compared isomer or geometry (same formula, charge and spin) is 2.045 eV.

Atoms and positions in Å:
N  2.1157  -0.7261  -1.4884
C  1.7886  -1.3495  -0.1792
C  1.5713  -0.2721  0.9112
N  0.5016  0.6659  0.5565
C  -0.8050  0.1704  0.0813
C  -1.9668  1.1835  0.2736
O  -3.1364  0.4650  0.0687
H  1.4366  -0.0719  -1.8217
H  2.2841  -1.4265  -2.2005
H  2.6168  -1.9172  0.2273
H  0.9297  -1.9621  -0.4519
H  1.2774  -0.8359  1.7992
H  2.5109  0.2629  1.0111
H  0.7858  1.2671  -0.2224
H  -0.6098  0.0199  -0.9870
H  -1.0917  -0.8247  0.3838
H  -2.0094  1.7612  1.2103
H  -1.8003  2.0522  -0.3745
H  -3.5265  0.1349  0.8799

Atom charges from the Mulliken analysis, given in e for atoms 1 to 6: N -0.578; C -0.342; C -0.492; N -0.026; C -0.372; C -0.670

What is the energy relative to the best compared isomer or geometry (same formula, charge and spin) in the first record?
0.716 eV

energy relative to the best compared isomer or geometry (same formula, charge and spin) of number 1 (C33H44BF4N2P2Si2TeTi)?
0.716 eV

The highest energy relative to the best compared isomer or geometry (same formula, charge and spin) belongs to which entry?
C90H190N10O10

Which of these has the lowest energy relative to the best compared isomer or geometry (same formula, charge and spin)?
C23H20BrClN7PbS3